Density functional theory data (the ωB97M-V functional and the def2-TZVPD basis) for a gas-phase ion, C17H24N3S (charge +1) at a distorted geometry.

Output
LUMO energy = -2.5 eV
Orbital gap = 9.05 eV
Max |F| = 0.065 Eh/bohr
Highest occupied orbital energy = -11.53 eV
Charge = +1
Energy above the lowest of the compared OMol25 structures with the same formula, charge and spin = 2.431 eV

Structure (XYZ):
```
45
Properties=species:S:1:pos:R:3:forces:R:3:lowdin_charge:R:1
C -2.628 -0.173 1.617 -0.427 -0.536 -0.337 -0.153
C -2.349 1.254 1.941 0.171 0.398 0.598 -0.145
N -0.942 1.519 1.656 -0.511 0.651 -0.893 -0.005
C 0.011 0.601 1.623 -1.487 -0.283 0.233 -0.503
N -0.262 -0.699 1.869 0.644 0.750 -0.501 -0.099
C -1.606 -1.115 2.235 -0.493 -0.114 0.731 -0.119
C 0.896 -1.551 2.124 0.558 -0.451 0.072 -0.175
C 2.172 -0.813 1.674 0.764 0.255 0.360 -0.355
S 1.687 0.943 1.295 0.307 -0.733 0.190 1.046
H -3.645 -0.377 1.955 0.135 -0.473 -0.102 0.132
H -2.564 -0.328 0.542 -0.287 0.107 -0.225 0.127
H -2.921 1.955 1.299 0.206 -0.467 0.354 0.140
H -2.584 1.503 3.017 0.328 -0.261 -1.037 0.154
H -1.695 -1.045 3.339 0.028 -0.500 -0.421 0.146
H -1.773 -2.147 1.863 0.167 0.560 0.472 0.147
H 0.962 -1.748 3.213 -0.150 -0.130 -0.563 0.137
H 0.868 -2.507 1.556 -0.484 0.569 0.540 0.140
H 2.927 -0.792 2.507 -0.760 0.066 -0.939 0.098
H 2.655 -1.271 0.783 -0.503 0.453 0.561 0.091
C -1.142 5.376 -1.443 0.385 -0.454 0.768 -0.144
C -0.795 4.029 -2.119 -0.340 -0.133 -0.086 -0.134
C -0.649 2.963 -0.989 0.659 0.500 -0.414 -0.140
N -1.080 3.650 0.227 -0.285 -1.301 -0.478 -0.107
C -0.636 3.085 1.406 1.383 -3.031 0.456 -0.241
C -1.120 3.694 2.687 0.962 1.045 0.513 -0.203
C -2.328 4.414 2.863 0.280 0.291 0.646 -0.045
C -2.393 5.395 3.885 0.774 -0.527 0.247 -0.063
C -1.278 5.598 4.730 0.681 1.146 -0.072 -0.076
C -0.139 4.758 4.625 -0.559 -0.169 -0.041 -0.062
C -0.099 3.730 3.660 -0.671 1.334 0.135 -0.018
C -1.353 5.082 0.049 -0.715 0.285 0.996 -0.140
H -0.303 6.060 -1.543 -0.120 0.180 -0.152 0.107
H -2.045 5.832 -1.826 0.017 0.108 -0.345 0.107
H -1.619 3.739 -2.795 0.577 0.056 0.155 0.112
H 0.131 4.170 -2.692 -0.360 -0.409 0.045 0.110
H -1.279 2.082 -1.205 0.222 0.261 0.178 0.116
H 0.416 2.588 -0.875 -0.905 0.415 -0.121 0.114
H 0.462 2.720 1.326 -0.648 2.537 0.472 0.064
H -3.229 4.208 2.260 0.794 0.387 -0.008 0.120
H -3.255 6.060 4.017 0.220 -0.553 -0.217 0.111
H -1.217 6.554 5.389 -0.270 -2.076 -1.064 0.140
H 0.747 4.955 5.235 -0.446 -0.195 -0.013 0.108
H 0.742 3.030 3.543 -0.162 0.696 0.129 0.111
H -0.720 5.713 0.720 -0.337 -0.497 -0.531 0.137
H -2.408 5.249 0.356 0.658 0.244 -0.294 0.111
```
Positions in Å, forces in eV/Å.

---

Density functional theory data (the ωB97M-V functional and the def2-TZVPD basis) for a single F3HN2O2S molecule at a distorted geometry.

Output
LUMO energy = 0.3 eV
Orbital gap = 11.77 eV
Max |F| = 0.057 Eh/bohr
Highest occupied orbital energy = -11.45 eV
Energy above the lowest of the compared OMol25 structures with the same formula, charge and spin = 0.982 eV

Structure (XYZ):
```
9
Properties=species:S:1:pos:R:3:forces:R:3:lowdin_charge:R:1
N -1.473 -0.115 -0.219 2.741 -1.018 0.278 -0.050
N 1.021 -0.532 -0.557 0.896 2.040 -0.663 -0.154
O 0.442 1.794 0.420 -0.450 -0.174 -0.375 -0.245
O 0.005 -0.193 1.863 -0.101 0.327 -0.230 -0.253
F -1.147 -0.124 -1.570 -0.551 0.259 -0.609 -0.116
F 1.137 -1.714 -0.009 -0.066 -2.030 0.856 0.026
F 2.293 0.033 -0.326 -0.320 -0.088 -0.094 -0.035
S 0.037 0.445 0.592 -1.433 -0.619 0.222 0.731
H -2.315 0.406 -0.194 -0.717 1.302 0.616 0.097
```
Positions in Å, forces in eV/Å.

---

Density functional theory data (the ωB97M-V functional and the def2-TZVPD basis) for a molecular structure, C25H43N4O9P2S2Si3Ti at a distorted geometry.

Output
LUMO energy = -3.6 eV
Orbital gap = 7.01 eV
Max |F| = 0.048 Eh/bohr
Highest occupied orbital energy = -10.61 eV
Charge = +1
Energy above the lowest of the compared OMol25 structures with the same formula, charge and spin = 1.177 eV

Structure (XYZ):
```
89
Properties=species:S:1:pos:R:3:forces:R:3:lowdin_charge:R:1
Ti -0.468 -0.891 -0.643 0.214 -0.427 -2.078 1.002
C 0.494 -3.286 -3.921 -0.132 0.856 0.472 -0.158
Si 1.016 -1.660 -3.038 0.622 -0.572 -0.856 0.517
C 2.368 -0.903 -4.176 -0.688 0.004 0.592 -0.146
C 1.671 -2.314 -1.348 -0.899 -0.025 -0.551 -0.156
C -0.488 -0.513 -2.651 0.035 0.039 0.242 -0.505
Si -2.005 -0.941 -3.758 -0.749 -0.034 -1.190 0.523
C -1.522 -0.760 -5.610 0.079 -0.024 0.849 -0.167
C -3.440 0.328 -3.590 0.650 -0.299 0.197 -0.155
C -2.805 -2.687 -3.601 0.524 0.521 0.303 -0.151
Si -0.118 1.364 -2.741 0.172 1.151 -0.401 0.577
C -1.366 2.563 -1.896 0.231 -0.769 -0.283 -0.145
C 0.235 2.071 -4.492 -0.309 -0.558 0.552 -0.145
C 1.549 1.620 -1.835 -0.291 0.122 -0.445 -0.326
C 2.149 2.856 -1.612 0.043 0.035 -0.126 -0.067
C 3.385 2.920 -0.986 0.078 -0.121 -0.229 -0.066
C 4.010 1.729 -0.635 -0.106 0.010 -0.097 -0.035
C 3.347 0.542 -0.899 0.409 0.016 -0.044 -0.130
N 2.149 0.491 -1.463 0.027 -0.080 -0.005 -0.005
H 1.352 -3.936 -4.066 0.298 -0.011 0.088 0.047
H 0.059 -3.111 -4.896 -0.109 0.065 -0.268 0.020
H -0.234 -3.828 -3.326 -0.115 -0.067 0.056 -0.003
H 3.301 -1.454 -4.111 0.109 -0.215 0.150 0.038
H 2.579 0.133 -3.940 0.081 0.158 0.025 0.012
H 2.050 -0.940 -5.213 -0.191 -0.100 -0.215 0.030
H 1.357 -3.341 -1.172 -0.032 0.107 0.005 0.023
H 1.300 -1.706 -0.499 1.183 -0.609 0.496 -0.016
H 2.756 -2.296 -1.282 -0.004 0.387 0.082 0.064
H -1.433 0.286 -5.876 0.015 0.292 -0.043 0.012
H -2.293 -1.187 -6.245 -0.240 -0.147 -0.020 0.039
H -0.584 -1.236 -5.868 0.245 -0.165 -0.069 0.012
H -3.477 0.973 -4.461 0.115 0.129 -0.216 0.036
H -3.332 0.963 -2.722 -0.064 0.197 0.179 -0.019
H -4.408 -0.160 -3.522 -0.095 -0.216 0.070 0.033
H -2.555 -3.317 -4.449 0.190 -0.010 -0.207 0.037
H -3.888 -2.609 -3.577 -0.160 0.192 0.021 0.036
H -2.493 -3.215 -2.708 0.004 -0.185 -0.004 -0.015
H -2.134 2.915 -2.577 -0.090 -0.007 -0.176 0.033
H -0.856 3.438 -1.501 0.233 0.050 0.006 0.038
H -1.842 2.066 -1.054 -0.099 0.086 0.027 -0.003
H -0.644 2.528 -4.930 -0.288 0.052 -0.072 0.032
H 0.573 1.296 -5.169 0.125 -0.171 -0.152 0.016
H 1.008 2.832 -4.459 0.153 0.126 0.197 0.034
H 1.645 3.756 -1.921 -0.080 0.206 -0.040 0.114
H 3.864 3.871 -0.794 0.012 0.059 -0.005 0.122
H 4.982 1.719 -0.169 0.105 -0.011 0.057 0.116
H 3.804 -0.406 -0.650 0.004 -0.047 0.143 0.117
C -1.063 2.027 3.049 0.084 -0.021 -0.070 -0.039
C -0.194 0.808 2.813 0.002 -0.407 -0.582 -0.577
O 0.691 0.591 3.884 0.228 0.090 0.255 -0.017
P -1.138 -0.756 2.540 -0.808 0.067 1.116 0.557
O -1.252 -1.532 3.909 -0.280 0.457 -0.301 -0.041
O -2.652 -0.377 2.236 0.511 -0.108 0.154 -0.080
O -0.567 -1.561 1.440 0.241 0.075 -0.272 -0.314
P 0.762 0.903 1.251 1.580 1.366 1.362 0.415
O 1.275 2.413 1.227 -0.924 -0.512 0.432 -0.070
O -0.265 0.742 0.112 -0.436 1.246 0.318 -0.375
O 1.845 -0.096 1.272 -0.064 -0.148 0.251 -0.236
H -1.624 1.935 3.978 -0.029 -0.012 0.035 0.099
H -1.746 2.150 2.210 -0.130 0.101 0.026 0.086
H -0.418 2.901 3.105 -0.040 0.014 0.084 0.094
H 1.537 0.267 3.544 0.027 -0.069 -0.043 0.100
H -0.540 -2.140 4.112 0.347 -0.259 0.124 0.115
H -3.152 -0.193 3.036 -0.318 0.058 0.191 0.117
H 2.089 2.543 0.730 0.333 -0.002 -0.194 0.048
N -2.754 -7.497 -4.300 -0.082 -0.178 -0.163 0.132
C -2.390 -6.846 -3.167 0.085 0.308 0.264 -0.308
C -3.361 -6.375 -2.268 0.041 0.057 0.039 -0.009
C -2.996 -5.593 -1.194 -0.067 -0.131 0.064 -0.080
C -1.662 -5.286 -0.977 0.102 0.542 0.388 -0.297
C -0.683 -5.797 -1.817 0.041 -0.212 0.037 -0.073
C -1.040 -6.583 -2.891 -0.073 0.058 0.079 -0.013
S -1.230 -4.038 0.200 0.414 -0.929 -0.068 0.647
O -2.163 -3.990 1.290 -0.138 -0.373 -0.256 -0.316
O 0.167 -4.115 0.493 0.006 -0.212 -0.172 -0.279
N -1.441 -2.650 -0.727 0.490 -0.905 0.309 -0.202
C -2.559 -1.970 -0.476 -1.786 -0.173 0.041 -0.756
S -4.111 -2.557 -0.020 -0.210 0.652 -0.029 1.161
C -4.694 -0.922 -0.049 0.514 -0.148 -0.239 -0.323
C -3.702 -0.061 -0.357 -0.727 0.335 0.091 -0.224
N -2.494 -0.652 -0.607 0.065 -0.717 -0.145 -0.057
H -3.708 -7.789 -4.413 0.067 -0.073 -0.064 0.105
H -2.056 -7.948 -4.866 -0.098 -0.023 0.036 0.106
H -4.401 -6.612 -2.434 -0.118 -0.022 -0.017 0.117
H -3.732 -5.229 -0.494 -0.201 -0.042 -0.012 0.083
H 0.353 -5.592 -1.600 0.163 0.049 -0.070 0.115
H -0.284 -6.984 -3.549 0.143 -0.022 -0.053 0.119
H -5.717 -0.713 0.184 -0.208 0.159 0.026 0.078
H -3.804 1.008 -0.418 0.040 0.074 0.010 0.124
```
Positions in Å, forces in eV/Å.

---

Density functional theory data (the ωB97M-V functional and the def2-TZVPD basis) for 4 unconnected molecules or ions with the total composition C4H16O6 at a distorted geometry.

Output
LUMO energy = 0.5 eV
Orbital gap = 10.59 eV
Max |F| = 0.052 Eh/bohr
Highest occupied orbital energy = -10.13 eV
Energy above the lowest of the compared OMol25 structures with the same formula, charge and spin = 2.195 eV

Structure (XYZ):
```
26
Properties=species:S:1:pos:R:3:forces:R:3:lowdin_charge:R:1
O 2.996 2.071 -1.415 1.528 -0.162 -0.881 -0.067
H 3.698 2.447 -0.846 -1.275 -0.334 -0.155 0.066
H 2.123 2.061 -1.030 -0.300 0.436 1.120 -0.012
O 0.716 2.208 0.489 -1.315 -0.853 -1.179 -0.077
H 1.037 2.943 1.006 -0.589 0.462 0.051 0.040
H -0.247 2.282 0.165 1.804 0.340 0.986 0.061
C 0.812 -1.996 0.360 0.646 -1.387 0.836 -0.254
C 1.284 -1.155 -0.770 1.235 0.287 -0.981 -0.242
O 2.631 -0.710 -0.419 -0.670 0.513 -1.439 -0.101
O 0.370 -1.254 1.490 -0.819 -0.446 -0.250 -0.074
H 1.670 -2.697 0.695 -1.357 0.860 -0.752 0.154
H -0.063 -2.584 0.017 0.587 0.101 0.277 0.116
H 0.624 -0.286 -0.937 0.167 -0.258 0.162 0.107
H 1.250 -1.794 -1.708 0.362 0.707 0.860 0.136
H 2.927 -0.006 -1.068 -0.541 -0.883 1.058 0.075
H 1.085 -0.740 1.844 0.616 0.421 0.080 0.086
C -2.411 -0.694 -0.185 -1.963 -0.373 0.555 -0.243
C -2.262 0.561 0.659 -0.723 -0.880 0.926 -0.242
O -2.022 1.703 -0.100 1.300 0.632 -0.396 -0.059
O -2.410 -1.924 0.508 0.869 0.196 1.093 -0.066
H -1.604 -0.656 -0.823 1.888 -0.026 -1.927 0.073
H -3.347 -0.745 -0.789 0.538 0.486 0.354 0.141
H -1.455 0.418 1.354 0.515 0.011 0.143 0.107
H -3.136 0.786 1.227 -0.922 -0.332 0.762 0.115
H -2.687 1.704 -0.768 -0.638 0.438 -0.964 0.089
H -1.579 -1.944 1.043 -0.944 0.044 -0.340 0.069
```
Positions in Å, forces in eV/Å.

---

The calculation returns the following total energy values, one per record and in order: -1224.37312, -958.10147, -5071.82657, -613.39477 Eh.